(1)
Molecular formula: C34H39BBrCl60O9PS
Method: DFT, wB97M-V/def2-TZVPD

Geometry as XYZ:
```
146
Properties=species:S:1:pos:R:3:lowdin_charge:R:1
Br 5.58796 -0.63040 -2.68120 0.290
Cl -2.68698 4.53729 -7.68010 0.451
Cl 5.07483 5.02899 -2.07275 0.605
Cl 1.77179 9.06381 -0.93130 0.470
Cl -1.05757 9.56474 -0.47422 0.519
Cl 4.14024 1.69199 -8.29446 0.508
Cl 11.68700 6.89732 -2.44535 0.511
Cl -2.38485 -16.92573 4.57665 0.512
Cl 1.55562 5.08163 -3.83527 0.551
Cl -11.68009 1.08872 -5.71427 0.522
Cl 4.83240 -9.37947 3.14068 0.527
Cl -3.65976 0.09559 -6.27696 0.525
Cl -2.58838 0.11559 -3.57195 0.499
Cl 7.06460 11.56363 -1.45759 0.514
Cl -0.32821 -6.71907 4.13421 0.566
Cl 6.91924 7.26658 -2.31053 0.494
Cl 4.64177 -12.27360 2.91061 0.524
Cl 0.41364 -10.76877 8.80881 0.525
Cl -2.58076 2.55495 -5.15774 0.450
Cl 0.61586 -13.65425 8.49492 0.497
Cl -1.94448 -5.49482 2.04755 0.530
Cl 0.80991 11.79142 -0.61441 0.511
Cl -9.68039 1.31579 -3.61306 0.484
Cl -8.53710 4.76764 -4.47176 0.515
Cl -1.17871 -15.32128 6.68290 0.461
Cl -11.21355 -1.13991 -3.90296 0.527
Cl -4.06980 6.89276 -8.68244 0.515
Cl 4.54592 7.50823 -0.64491 0.477
Cl -8.00590 5.05439 -7.31798 0.520
Cl -5.09143 1.47930 -4.15543 0.477
Cl 9.31371 5.57243 -1.40730 0.458
Cl 2.62720 -1.73494 -2.70061 0.531
Cl -3.15757 -6.21815 4.59128 0.522
Cl -1.61443 -12.21418 7.30449 0.497
Cl 5.21924 4.15135 -7.17524 0.512
Cl 9.91508 5.46124 -4.25179 0.512
Cl 6.41364 12.70241 1.13948 0.513
Cl -9.20728 -0.43450 -5.88856 0.493
Cl 0.00249 -0.99187 -1.68867 0.548
Cl 1.19407 -3.53127 -0.91605 0.565
Cl 11.56389 3.99172 -2.35775 0.510
Cl -1.29009 -3.99146 4.45109 0.532
Cl 4.38557 11.25699 -0.36484 0.480
Cl -4.06980 -15.35982 6.35828 0.510
Cl -0.97715 4.75310 -2.44157 0.540
Cl 0.15552 10.28806 -3.01795 0.495
Cl -8.24896 2.40367 -6.14329 0.460
Cl 6.61586 9.81692 0.82559 0.495
Cl 0.25591 -3.13390 -3.64133 0.532
Cl 1.06460 -11.90755 6.21174 0.459
Cl 2.50785 -10.77293 4.19891 0.455
Cl -0.91790 4.84557 -5.34899 0.427
Cl 6.73968 5.78867 0.18924 0.505
Cl 2.89765 -10.57002 1.32277 0.523
Cl 5.21162 1.71198 -5.58945 0.506
Cl 2.70857 3.07570 -6.17293 0.511
Cl -5.92841 4.05332 -5.54400 0.479
Cl -1.17871 6.93129 -8.35783 0.515
Cl -2.68698 -17.71528 7.36063 0.514
Cl -2.38485 5.32684 -10.46408 0.519
Cl -0.38089 7.25290 -3.80572 0.498
S 3.03251 2.42001 -1.64941 0.811
P 5.35108 0.80337 -0.87793 0.771
O 2.74245 0.73500 -1.33010 -0.322
O 3.78476 2.98771 -0.18755 -0.293
O 5.55071 2.66257 2.22603 0.025
O -8.11545 -1.96234 0.01016 -0.250
O 6.58260 0.31550 0.25225 -0.359
O 2.51427 -1.44454 1.20395 -0.234
O 3.74012 2.77946 -3.00348 -0.470
O 1.57681 2.90725 -1.94636 -0.408
O 2.31203 -4.58477 3.16904 -0.227
C -1.59135 1.01973 2.71167 -0.209
C 1.94460 2.42207 1.28671 -0.110
C -4.83454 -0.35991 3.17297 -0.213
C -2.58009 5.92204 -8.79608 -1.988
C -7.68006 4.06974 -5.86927 -1.971
C 3.77544 1.07255 3.58592 -0.035
C 0.78486 1.26583 1.34428 -0.168
C -0.61522 2.02063 1.84786 -0.210
C 6.11991 11.33497 0.03569 -2.001
C -3.48010 1.06138 -4.79049 -1.970
C 0.41993 10.17699 -1.25945 -1.991
C -8.34229 -1.53008 -1.40631 -0.132
C -4.14424 1.05367 3.72465 -0.232
C 3.04364 -2.35743 2.27116 -0.149
C -1.68007 -5.60589 3.80606 -1.985
C 4.31990 2.65777 -6.80799 -1.997
C 3.56969 0.56076 -0.12681 -0.492
C -5.90384 0.05375 1.95682 -0.229
C -3.14145 1.61023 2.54835 -0.220
C 1.92518 -5.33716 1.95686 -0.294
C 3.71992 -10.74897 2.89324 -1.983
C -10.44533 0.20755 -4.77968 -1.998
C 10.61990 5.48066 -2.61557 -1.996
C 3.73001 -0.91221 0.57027 -0.185
C -7.22481 -0.91245 2.13185 -0.176
C -0.18011 5.48330 -3.85787 -1.934
C 2.36515 -6.92515 2.08649 -0.137
C 1.01991 -2.34799 -2.23670 -1.943
C 1.84320 -3.18990 3.04404 -0.178
C 0.11991 -12.13621 7.70502 -1.981
C 3.41979 1.90928 0.79057 -0.298
C -2.58009 -16.33054 6.24465 -1.997
C 5.81990 6.39809 -1.20973 -1.950
C -8.17091 -0.72338 0.80144 -0.240
B 4.25880 1.89132 2.23924 -0.316
H 3.30943 1.89061 4.31950 0.102
H -9.24782 -0.34129 1.05371 0.130
H 1.77436 -7.59951 1.29854 0.087
H -1.25548 1.07938 3.84265 0.117
H -5.35530 -0.09891 0.90815 0.121
H -1.51558 -0.08487 2.29591 0.115
H -6.18824 1.20688 2.07716 0.123
H 3.53357 -7.02708 1.87036 0.068
H 2.87820 0.31112 3.38552 0.072
H 5.62634 2.98311 3.18154 0.118
H 4.63875 0.56032 4.18813 0.093
H 1.49560 3.31244 0.63057 0.147
H 3.99894 -1.67010 -0.31230 0.104
H -4.97327 1.84561 4.05125 0.112
H -3.56877 0.78843 4.73388 0.108
H -3.04533 2.78149 2.66777 0.114
H -8.43420 -2.46411 -2.12406 0.106
H 2.15961 -7.34134 3.17332 0.045
H 4.61007 -1.00160 1.34051 0.135
H -7.74891 -0.61538 3.14360 0.117
H 1.04480 0.50227 2.21806 0.108
H -7.65167 0.12350 0.14015 0.116
H -3.92851 -1.00827 2.74486 0.115
H 0.60027 0.69087 0.34202 0.075
H 2.44553 -4.92293 0.97331 0.084
H 6.96915 -0.58453 0.04071 0.069
H 0.76031 -5.28663 1.75432 0.065
H -7.46516 -0.84221 -1.80986 0.100
H -3.48869 1.35690 1.45011 0.114
H 1.77796 -2.77091 4.15946 0.138
H -1.11769 2.50914 0.90904 0.118
H 0.78445 -3.06991 2.55973 0.113
H -0.29539 2.91198 2.55981 0.118
H -6.80495 -2.02072 2.24941 0.130
H -5.36559 -0.89490 4.07221 0.107
H 3.75859 -3.16226 1.77211 0.146
H 3.59538 -1.73263 3.12566 0.125
H -9.34533 -0.92534 -1.40708 0.065
H 2.01555 2.87576 2.38852 0.131
```

## Properties
- Energy: -896488.7587 eV
- Orbital gap: 8.478 eV



(2)
Molecular formula: C34H39BaN5O
Method: DFT, wB97M-V/def2-TZVPD

Geometry as XYZ:
```
80
Properties=species:S:1:pos:R:3:lowdin_charge:R:1
Ba 0.09917 0.95693 -0.25387 1.668
O -2.79980 7.37294 -0.96719 -0.042
N -1.49077 1.26607 -2.95457 0.011
N -3.73691 5.34370 -1.36495 0.120
N 3.34117 -1.07754 -1.05410 -0.048
N 1.80019 -0.41605 -2.42910 -0.124
N -0.33212 3.54312 0.48454 -0.187
C -1.62644 5.49332 -0.09529 -0.184
C -0.38693 -1.34561 1.74216 -0.324
C 0.62872 4.33170 1.01475 -0.247
C 2.94838 -0.70474 -3.20211 -0.064
C 0.38920 -0.18319 -2.95255 -0.180
C -0.13557 1.10632 -3.17742 -0.468
C 3.88862 -1.13850 -2.35079 -0.083
C 0.09253 3.52579 -3.48677 -0.090
C -0.89431 -1.81830 0.50076 -0.335
C 4.69283 -1.24383 2.41166 -0.053
C 0.78755 -1.90506 2.45895 -0.056
C 0.67394 2.26569 -3.42861 -0.077
C 3.94723 -1.57144 0.14526 -0.147
C 5.65458 -3.11510 3.79454 -0.232
C 4.25846 -2.93463 0.23865 -0.216
C 0.50217 5.72870 1.04037 -0.118
C -1.30138 3.62563 -3.37424 -0.124
C -2.24472 -0.09536 1.21096 -0.373
C 3.97354 -3.88026 -0.87782 -0.079
C 4.78854 -3.42423 1.43634 -0.065
C -3.31792 0.93113 1.25450 -0.075
C -2.80341 -1.09442 -1.10191 -0.083
C -1.23182 -0.29000 2.18694 -0.347
C 2.09338 -0.53005 -1.08522 -0.238
C -2.03288 -1.03458 0.16371 -0.361
C -0.36021 -2.95573 -0.28517 -0.069
C -1.45178 4.10173 -0.03833 -0.146
C 3.81264 0.74258 1.21548 -0.067
C -2.76600 6.14904 -0.81434 -0.549
C 4.14632 -0.71440 1.23949 -0.214
C 5.03118 -2.59227 2.52951 -0.279
C -1.10651 0.47858 3.45064 -0.069
C -0.62649 6.30751 0.46774 -0.085
C -2.05556 2.46625 -3.14645 -0.182
H 4.31850 -4.87097 -0.55767 0.061
H -3.89601 4.39083 -1.06970 0.072
H 0.71569 4.41605 -3.64844 0.108
H 5.49372 -4.19321 3.90196 0.044
H -1.14507 1.56752 3.28160 0.071
H 5.00184 -4.49125 1.50440 0.088
H -1.79846 4.59334 -3.43935 0.085
H -0.88591 -3.89550 -0.03918 0.076
H 1.24320 -1.16453 3.13302 0.064
H -4.53399 5.82974 -1.75153 0.085
H 4.85441 -0.57758 3.26032 0.093
H -0.74833 7.38850 0.43811 0.090
H 1.50360 3.82412 1.43818 0.072
H 0.51028 -2.78407 3.06745 0.074
H -0.16449 0.25530 3.96606 0.060
H -3.86411 -0.87571 -0.90776 0.070
H 2.92632 -0.66768 -4.27946 0.108
H -3.15228 2.53958 -3.11239 0.103
H 4.90681 -1.44292 -2.53278 0.101
H -0.24616 -1.07194 -2.89044 0.077
H -2.45636 -0.36084 -1.85871 0.039
H -2.96376 1.88944 1.66761 0.067
H 4.51603 1.26706 1.88286 0.065
H -3.72347 1.13439 0.25161 0.065
H 5.23713 -2.61588 4.67744 0.049
H 2.89652 -3.96411 -1.08960 0.083
H 3.88465 1.20902 0.22490 0.075
H 4.49817 -3.62821 -1.80822 0.061
H -1.92928 0.23123 4.14020 0.074
H -0.47154 -2.78511 -1.36559 0.058
H -2.20636 3.39973 -0.42546 0.083
H 1.73516 2.10432 -3.59909 0.094
H 6.74062 -2.94311 3.81268 0.047
H 0.70966 -3.11563 -0.08686 0.056
H -2.73556 -2.09671 -1.54799 0.072
H 1.28468 6.32600 1.50294 0.084
H 2.80659 0.92885 1.63558 0.070
H -4.15898 0.59546 1.88404 0.075
H 1.57020 -2.22734 1.75494 0.060
```

## Properties
- Energy: -46081.3406 eV
- Charge: -2
- Orbital gap (spin up / spin down): 3.816 / 1.636 eV



no.,F_max (hartree/bohr)
1,0.1780
2,0.0596